DFT (ωB97M-V/def2-TZVPD) results for 3 unconnected molecules or ions with the total composition C2H12NO2S in a non-equilibrium geometry.

The geometry in XYZ format:
```
18
Properties=species:S:1:pos:R:3:lowdin_charge:R:1
C 0.25 -1.02 0.01 -0.247
C 1.58 -0.85 0.73 -0.505
S 2.49 0.55 -0.03 0.743
N -0.69 0.06 0.41 0.136
H -0.29 -1.95 0.20 0.129
H 0.30 -0.92 -1.07 0.123
H 2.19 -1.71 0.48 0.070
H 1.38 -0.80 1.80 0.093
H 3.00 1.14 1.07 -0.125
H -1.58 -0.01 -0.10 0.114
H -0.35 1.02 0.33 0.123
H -0.92 0.01 1.40 0.170
H -2.45 2.95 0.75 0.054
H -2.95 2.11 -0.44 0.060
O -2.28 2.17 0.24 -0.019
H -2.74 -2.58 -1.03 0.040
H -2.92 -1.45 -2.11 0.063
O -2.67 -1.66 -1.21 -0.023
```

Values from the calculation:
LUMO energy = -3.1 eV
Charge = +1
Kohn-Sham gap = 9.95 eV
Spin multiplicity = 1
Energy above the lowest of the compared OMol25 structures with the same formula, charge and spin = 30.4 kJ/mol
Calculated total energy = -18682.9116 eV
HOMO energy = -13.0 eV

DFT (ωB97M-V/def2-TZVPD) results for a molecular structure, HIN3P3 in a non-equilibrium geometry.

The geometry in XYZ format:
```
8
Properties=species:S:1:pos:R:3:lowdin_charge:R:1
N 2.18 -0.48 2.43 -0.666
N -0.27 0.21 1.68 -0.608
N 1.96 0.88 0.13 -1.118
P 2.94 -0.14 1.10 0.664
P 0.55 -0.68 2.64 0.555
P 0.51 1.64 0.56 0.652
I 2.63 1.04 -1.98 0.583
H -0.35 1.46 -0.81 -0.062
```

Values from the calculation:
LUMO energy = -2.0 eV
Kohn-Sham gap = 6.85 eV
Spin multiplicity = 1
Energy above the lowest of the compared OMol25 structures with the same formula, charge and spin = 227.4 kJ/mol
Calculated total energy = -40451.7912 eV
HOMO energy = -8.9 eV

DFT (ωB97M-V/def2-TZVPD) results for 8 unconnected molecules or ions with the total composition C54H63F25O19SSi in a non-equilibrium geometry.

The geometry in XYZ format:
```
163
Properties=species:S:1:pos:R:3:lowdin_charge:R:1
C -3.00 -0.08 3.26 -0.034
C -2.24 0.00 1.93 -0.235
C -1.09 -0.78 1.79 -0.022
C -0.45 -0.71 0.56 -0.065
C -0.90 0.09 -0.46 -0.059
C -2.03 0.87 -0.32 -0.219
C -2.51 1.79 -1.44 -0.059
C -3.02 3.08 -0.81 -0.093
C -2.22 4.00 -0.30 -0.104
S -0.44 3.92 -0.27 0.678
O 0.15 5.20 -0.14 -0.230
O -0.04 3.10 0.83 -0.225
F 0.09 3.31 -1.64 -0.149
C -2.84 5.24 0.36 -0.289
O -2.39 6.35 0.26 0.145
C -4.11 4.93 1.14 -0.034
C -4.36 5.57 2.33 -0.143
C -3.45 6.59 3.01 -0.098
C -2.01 6.09 3.25 -0.049
C -1.90 5.17 4.46 -0.605
F -0.63 4.68 4.48 0.100
F -2.76 4.15 4.41 0.159
F -2.05 5.86 5.61 0.139
C -5.55 5.21 2.99 0.004
C -6.40 4.28 2.45 0.004
C -6.15 3.62 1.24 -0.132
C -7.12 2.58 0.72 -0.100
C -8.46 3.23 0.31 -0.244
O -9.12 3.88 1.40 -0.231
Si -10.44 3.04 2.02 0.455
C -12.04 3.67 1.18 -0.154
C -10.63 3.45 3.86 -0.180
C -10.29 1.15 1.91 -0.155
C -4.97 3.96 0.60 -0.034
C -4.54 3.30 -0.70 -0.250
O -5.29 3.00 -1.59 0.139
C -2.69 0.80 0.90 -0.002
H -2.54 -0.82 3.91 0.052
H -4.03 -0.36 3.01 0.087
H -2.99 0.88 3.80 0.084
H -0.70 -1.41 2.59 0.089
H 0.46 -1.32 0.45 0.113
H -0.30 0.08 -1.37 0.118
H -1.74 1.95 -2.20 0.093
H -3.37 1.31 -1.93 0.133
H -3.88 6.79 4.00 0.119
H -3.50 7.54 2.46 0.131
H -1.55 5.56 2.41 0.111
H -1.36 6.96 3.45 0.145
H -5.80 5.65 3.95 0.126
H -7.30 4.03 3.01 0.117
H -6.75 2.06 -0.17 0.109
H -7.29 1.80 1.48 0.115
H -9.11 2.51 -0.22 0.116
H -8.22 4.01 -0.44 0.133
H -11.73 4.42 0.44 0.031
H -12.69 4.16 1.92 0.028
H -12.54 2.81 0.72 0.026
H -11.52 2.96 4.27 0.035
H -10.68 4.54 4.01 0.033
H -9.77 3.08 4.45 0.028
H -9.23 0.86 1.99 0.022
H -10.75 0.76 0.99 0.035
H -10.78 0.75 2.81 0.037
H -3.59 1.38 1.11 0.128
C 0.57 -2.70 8.69 -0.081
C -0.82 -2.87 8.13 -0.154
O -0.81 -2.78 6.70 0.018
C -0.48 -3.89 6.05 -0.396
O -0.18 -4.93 6.56 0.178
C -0.54 -3.67 4.54 -0.531
F 0.02 -2.50 4.18 0.139
F -1.81 -3.64 4.10 0.163
F 0.09 -4.63 3.86 0.177
H 1.02 -1.77 8.34 -0.089
H 0.55 -2.69 9.78 0.104
H 1.23 -3.52 8.37 0.104
H -1.46 -2.06 8.48 0.121
H -1.28 -3.81 8.46 0.125
C 0.00 2.09 -4.77 -0.047
C -1.37 1.90 -5.40 -0.194
O -1.30 2.02 -6.83 0.039
C -0.91 0.93 -7.48 -0.385
O -0.62 -0.12 -6.97 0.153
C -0.94 1.20 -8.99 -0.535
F -0.39 2.38 -9.30 0.169
F -2.20 1.21 -9.45 0.170
F -0.28 0.27 -9.68 0.161
H 0.44 3.03 -5.09 0.092
H -0.07 2.08 -3.68 0.046
H 0.68 1.29 -5.08 0.082
H -2.04 2.70 -5.06 0.127
H -1.82 0.96 -5.11 0.126
C 1.75 -1.29 -8.08 -0.075
C 2.86 -1.81 -8.96 -0.180
O 4.15 -1.43 -8.45 0.036
C 4.64 -2.19 -7.48 -0.398
O 4.10 -3.15 -7.01 0.176
C 6.03 -1.70 -7.08 -0.533
F 6.08 -0.36 -6.94 0.158
F 6.96 -2.02 -8.00 0.156
F 6.44 -2.22 -5.92 0.167
H 1.84 -0.22 -7.94 0.081
H 0.78 -1.51 -8.51 0.070
H 1.79 -1.75 -7.09 0.086
H 2.79 -1.36 -9.95 0.127
H 2.80 -2.89 -9.09 0.128
C 9.44 -0.42 -6.74 -0.057
C 10.01 -1.82 -6.63 -0.190
O 11.19 -1.96 -7.44 0.036
C 12.32 -1.50 -6.92 -0.397
O 12.44 -0.99 -5.85 0.176
C 13.49 -1.77 -7.88 -0.531
F 13.18 -1.45 -9.15 0.167
F 13.84 -3.07 -7.87 0.144
F 14.58 -1.07 -7.56 0.175
H 9.25 -0.17 -7.78 0.089
H 8.51 -0.35 -6.19 0.067
H 10.13 0.32 -6.35 0.081
H 9.30 -2.55 -7.00 0.114
H 10.23 -2.08 -5.59 0.130
C 0.85 2.21 4.73 -0.046
C 0.34 2.18 6.15 -0.185
O 0.59 0.90 6.76 0.040
C 1.80 0.70 7.26 -0.373
O 2.70 1.49 7.23 0.185
C 1.89 -0.68 7.91 -0.484
F 1.33 -1.63 7.15 0.132
F 1.24 -0.69 9.09 0.144
F 3.14 -1.05 8.14 0.216
H 0.43 1.39 4.15 0.083
H 0.59 3.15 4.24 0.060
H 1.94 2.10 4.69 0.085
H -0.74 2.32 6.16 0.121
H 0.77 2.98 6.75 0.129
C 13.69 -6.67 -8.06 -0.054
C 14.06 -5.95 -6.78 -0.197
O 13.55 -6.64 -5.63 0.035
C 14.27 -7.66 -5.20 -0.397
O 15.29 -8.05 -5.68 0.172
C 13.63 -8.27 -3.94 -0.541
F 12.30 -8.41 -4.08 0.162
F 13.83 -7.48 -2.87 0.164
F 14.13 -9.47 -3.66 0.170
H 12.62 -6.83 -8.11 0.085
H 14.01 -6.10 -8.93 0.083
H 14.16 -7.66 -8.10 0.078
H 13.60 -4.96 -6.78 0.100
H 15.14 -5.80 -6.70 0.130
C -6.80 -5.06 8.05 -0.059
C -7.36 -3.68 7.80 -0.197
O -6.30 -2.73 7.56 0.032
C -5.80 -2.70 6.33 -0.392
O -6.15 -3.40 5.42 0.175
C -4.72 -1.62 6.23 -0.526
F -3.88 -1.64 7.27 0.165
F -5.27 -0.39 6.19 0.166
F -3.98 -1.76 5.13 0.141
H -6.08 -5.04 8.87 0.084
H -7.60 -5.75 8.31 0.083
H -6.28 -5.44 7.18 0.079
H -7.89 -3.32 8.67 0.125
H -8.06 -3.67 6.96 0.125
```

Values from the calculation:
LUMO energy = -1.6 eV
Kohn-Sham gap = 7.64 eV
SMILES = Cc1cccc(CC2=C(S(=O)(=O)F)C(=O)c3c(CCC(F)(F)F)ccc(CCO[Si](C)(C)C)c3C2=O)c1.CCOC(=O)C(F)(F)F.CCOC(=O)C(F)(F)F.CCOC(=O)C(F)(F)F.CCOC(=O)C(F)(F)F.CCOC(=O)C(F)(F)F.CCOC(=O)C(F)(F)F.CCOC(=O)C(F)(F)F
Spin multiplicity = 1
Calculated total energy = -182570.4433 eV
HOMO energy = -9.3 eV